No. 1
The following is a quantum chemistry calculation of the molecule C9H12N2O3, from the OMol25 dataset.

```
26
Properties=species:S:1:pos:R:3:nbo_charge:R:1
C -2.070 -0.159 1.826 -0.597
C -1.177 0.010 0.599 -0.117
N -0.476 -1.232 0.415 -0.375
C 0.765 -1.356 0.245 0.104
C 1.861 -0.386 0.093 -0.148
C 1.809 0.898 0.348 -0.028
C 1.858 2.190 0.515 0.080
O 1.480 3.126 -0.401 -0.668
C 3.180 -0.981 -0.392 -0.073
O 3.074 -1.803 -1.524 -0.703
C -1.974 0.293 -0.660 0.115
O -1.245 0.991 -1.616 -0.684
C -3.202 -0.108 -0.836 0.304
N -4.406 -0.307 -0.906 -0.601
H -2.713 0.707 1.953 0.217
H -1.451 -0.275 2.713 0.216
H -2.683 -1.049 1.716 0.218
H -0.497 0.862 0.735 0.213
H 1.087 -2.393 0.151 0.155
H 2.166 2.640 1.451 0.201
H 1.116 2.679 -1.176 0.490
H 3.642 -1.528 0.446 0.166
H 3.853 -0.170 -0.685 0.199
H 2.530 -2.574 -1.322 0.465
H -1.787 1.114 -2.402 0.483
H -4.741 -1.190 -1.284 0.367
```

**HOMO energy**: -8.230 eV
**SMILES string**: C[C@@H](/N=C\C(=C=CO)CO)C(O)=C=N
**Energy above the lowest of the compared OMol25 structures with the same formula, charge and spin**: 495.2 kJ/mol
**Total energy**: -685.219458 Ha
**Charge**: 0
**Orbital gap**: 8.5 eV
**Lowest unoccupied orbital energy**: 0.25 eV

---

No. 2
The following is a quantum chemistry calculation of a cluster of 2 separate species, C6H6NO2 in total, from the OMol25 dataset.

```
15
Properties=species:S:1:pos:R:3:nbo_charge:R:1
C 2.272 1.482 -1.417 0.288
C 1.377 0.664 -1.104 -0.026
C -0.965 0.370 -0.504 0.677
C 1.271 -0.734 1.344 0.907
C -1.388 1.566 -1.354 -0.738
C 0.428 -1.825 1.603 -0.831
N 0.435 0.296 -0.319 -0.348
O -1.615 -0.580 -0.101 -0.472
O 2.172 -0.016 1.484 -0.303
H -2.120 1.003 -2.092 0.290
H -2.080 2.248 -0.712 0.285
H -0.701 2.164 -1.781 0.245
H -0.694 -1.789 1.847 0.372
H 0.594 -2.513 0.687 0.332
H 1.014 -2.335 2.421 0.322
```

**HOMO energy**: -14.782 eV
**Energy above the lowest of the compared OMol25 structures with the same formula, charge and spin**: 564.6 kJ/mol
**Total energy**: -436.916222 Ha
**Charge**: +1
**Orbital gap**: 7.0 eV
**Lowest unoccupied orbital energy**: -7.75 eV

---

No. 3
The following is a quantum chemistry calculation of a structure of composition C43H52BrCdN5OSbSeSi3, from the OMol25 dataset.

```
108
Properties=species:S:1:pos:R:3:lowdin_charge:R:1
Cd 1.891 0.781 0.340 1.249
Br 0.899 0.656 8.047 0.714
C 1.787 0.316 6.411 -0.683
C 1.902 -0.868 5.837 -0.055
C 2.576 -0.744 4.484 -0.228
C 2.817 1.451 3.191 -0.373
O 3.431 1.192 2.143 -0.131
C 1.737 2.340 3.391 -0.149
C 0.991 3.007 2.421 -0.107
N 1.084 2.846 1.128 0.007
C 0.281 3.595 0.272 -0.229
C -0.737 4.451 0.639 -0.030
C -1.419 5.238 -0.308 -0.090
C -1.085 5.209 -1.630 -0.067
C -0.070 4.326 -2.065 -0.182
C 0.340 4.236 -3.414 -0.020
C 1.322 3.362 -3.769 -0.041
C 1.864 2.522 -2.775 -0.138
N 1.482 2.554 -1.525 0.066
C 0.567 3.478 -1.133 -0.181
C 1.141 2.180 4.765 -0.216
H 1.527 -1.806 6.221 0.112
H 3.422 -1.431 4.417 0.135
H 0.233 3.690 2.820 0.118
H -1.027 4.539 1.677 0.094
H -2.209 5.895 0.034 0.100
H -1.583 5.845 -2.352 0.106
H -0.127 4.881 -4.150 0.114
H 1.681 3.287 -4.786 0.104
H 2.636 1.803 -3.029 0.080
H 0.889 3.128 5.247 0.138
C -2.529 -1.579 2.313 -0.318
Sb -1.532 -0.200 0.920 1.419
C 0.482 -0.727 1.486 -0.551
C 0.709 -0.405 2.904 -0.477
C -0.258 0.319 3.807 -0.054
C -0.107 1.345 4.640 -0.058
C 2.271 1.452 5.565 -0.238
C 3.105 0.732 4.499 -0.109
N 1.751 -1.049 3.337 0.018
Si 1.481 -2.373 1.446 0.378
C 0.711 -3.680 2.588 -0.171
C 1.106 -3.165 -0.261 -0.200
C 3.361 -2.488 1.462 -0.194
C -2.484 -1.027 -0.984 -0.543
C -1.423 -1.112 -2.043 -0.433
C -1.666 -1.680 -3.301 -0.047
C -0.658 -1.736 -4.242 -0.056
C 0.588 -1.227 -3.921 -0.057
C 0.745 -0.667 -2.667 -0.168
N -0.227 -0.582 -1.762 0.070
Si -3.489 -2.614 -0.754 0.454
C -4.290 -3.364 -2.300 -0.187
C -4.976 -2.283 0.363 -0.191
C -2.434 -4.027 -0.119 -0.172
Si -3.550 0.484 -1.484 0.406
C -2.443 1.913 -1.963 -0.171
C -4.718 1.068 -0.129 -0.193
C -4.645 0.118 -2.973 -0.173
H -1.757 -2.046 2.922 -0.005
H -3.080 -2.373 1.822 -0.051
H -3.221 -1.032 2.956 0.006
H -1.218 -0.176 3.844 0.069
H -0.944 1.590 5.287 0.106
H 2.847 2.182 6.134 0.144
H 4.172 0.735 4.720 0.157
H -0.320 -3.883 2.292 0.000
H 0.718 -3.417 3.646 0.015
H 1.265 -4.615 2.466 0.027
H 0.078 -3.025 -0.599 -0.014
H 1.283 -4.244 -0.185 0.028
H 1.771 -2.785 -1.040 0.012
H 3.705 -2.818 2.446 0.018
H 3.830 -1.523 1.263 -0.040
H 3.724 -3.192 0.711 0.025
H -2.642 -2.066 -3.537 0.071
H -0.842 -2.180 -5.212 0.106
H 1.415 -1.273 -4.615 0.093
H 1.711 -0.285 -2.355 0.042
H -4.755 -2.641 -2.970 0.009
H -5.078 -4.036 -1.947 0.034
H -3.586 -3.967 -2.876 0.029
H -5.850 -2.048 -0.249 0.031
H -4.829 -1.467 1.066 0.005
H -5.212 -3.180 0.940 0.040
H -1.807 -4.410 -0.927 0.036
H -3.083 -4.841 0.215 0.040
H -1.771 -3.757 0.700 -0.001
H -1.909 2.303 -1.094 0.006
H -3.052 2.725 -2.371 0.041
H -1.702 1.633 -2.714 0.039
H -4.267 1.041 0.864 -0.001
H -5.635 0.478 -0.108 0.019
H -4.991 2.107 -0.331 0.033
H -4.092 -0.317 -3.806 0.023
H -5.084 1.056 -3.322 0.031
H -5.466 -0.553 -2.714 0.020
Se 4.377 0.535 -0.732 0.562
C 4.800 0.333 -2.571 -0.723
C 4.234 -0.582 -3.458 -0.146
C 4.657 -0.627 -4.777 -0.182
N 5.602 0.156 -5.294 0.027
C 6.159 1.021 -4.440 -0.180
C 5.804 1.148 -3.111 -0.151
H 3.486 -1.287 -3.121 0.078
H 4.208 -1.345 -5.458 0.094
H 6.935 1.659 -4.851 0.093
H 6.291 1.884 -2.485 0.083
```

**HOMO energy**: -4.733 eV
**Total energy**: -8270.827304 Ha
**Charge**: -1
**Orbital gap**: 6.7 eV
**Lowest unoccupied orbital energy**: 1.98 eV

---

No. 4
The following is a quantum chemistry calculation of a structure of composition C4H6N2O, from the OMol25 dataset.

```
13
Properties=species:S:1:pos:R:3:nbo_charge:R:1
N -2.173 0.267 -0.428 -0.688
C -1.151 -0.119 0.192 0.562
O -0.985 -0.682 1.450 -0.493
C 0.418 -0.295 1.438 -0.117
C 0.331 -0.072 -0.060 -0.033
C 1.001 -0.413 -1.333 -0.223
N 1.119 0.911 -0.732 -0.565
H -3.031 0.101 0.101 0.362
H 0.570 0.748 1.860 0.171
H 1.104 -0.510 2.233 0.237
H 0.363 -0.517 -2.212 0.211
H 1.898 -1.023 -1.323 0.206
H 0.534 1.604 -1.187 0.368
```

**HOMO energy**: -9.809 eV
**Energy above the lowest of the compared OMol25 structures with the same formula, charge and spin**: 375.3 kJ/mol
**Total energy**: -340.651951 Ha
**Charge**: 0
**Orbital gap**: 10.8 eV
**Lowest unoccupied orbital energy**: 1.00 eV

---

No. 5
The following is a quantum chemistry calculation of a cluster of 3 separate species, C6H8BrO6 in total, from the OMol25 dataset.

```
21
Properties=species:S:1:pos:R:3:nbo_charge:R:1
Br -1.408 -2.714 -0.885 -0.966
C 1.788 -0.216 -1.923 -0.095
C 0.726 -0.530 -2.969 -0.131
O 0.068 0.723 -3.144 -0.493
C 0.251 1.464 -2.018 0.976
O -0.364 2.436 -1.747 -0.585
O 1.244 0.948 -1.258 -0.506
H 2.739 0.074 -2.376 0.166
H 1.935 -0.983 -1.170 0.214
H 0.031 -1.302 -2.641 0.256
H 1.160 -0.925 -3.890 0.179
C -0.374 -0.774 2.512 -0.101
C -0.626 0.274 1.422 -0.119
O -1.418 1.273 2.104 -0.486
C -1.591 0.950 3.389 0.975
O -2.161 1.618 4.195 -0.614
O -1.027 -0.243 3.672 -0.502
H 0.687 -0.939 2.695 0.176
H -0.851 -1.727 2.292 0.217
H -1.086 -0.228 0.576 0.250
H 0.279 0.821 1.164 0.189
```

**HOMO energy**: -4.637 eV
**Energy above the lowest of the compared OMol25 structures with the same formula, charge and spin**: 0.0 kJ/mol
**Total energy**: -3259.018230 Ha
**Charge**: -1
**Orbital gap**: 7.7 eV
**Lowest unoccupied orbital energy**: 3.05 eV

---

No. 6
The following is a quantum chemistry calculation of a structure of composition C21H18Cl3FeN10O3, from the OMol25 dataset.

```
56
Properties=species:S:1:pos:R:3:nbo_charge:R:1
Fe 0.976 -0.536 0.183 1.415
N -3.325 0.726 0.358 -0.522
C -2.181 0.048 0.432 0.359
N -1.003 0.597 0.491 -0.644
C -0.896 1.977 0.441 0.410
N 0.261 2.563 0.417 -0.355
N 1.292 1.651 0.360 -0.353
C 2.471 2.125 0.306 0.104
C 3.580 1.174 0.177 0.127
C 4.890 1.609 0.082 -0.208
C 5.896 0.664 -0.072 -0.137
C 5.549 -0.671 -0.121 -0.231
C 4.208 -1.023 -0.011 0.080
N 3.239 -0.126 0.135 -0.530
C -2.114 2.782 0.407 -0.083
C -2.096 4.179 0.398 -0.157
C -3.278 4.884 0.336 -0.206
C -4.497 4.205 0.277 -0.153
C -4.537 2.827 0.282 -0.228
C -3.340 2.121 0.349 0.157
H -4.190 0.212 0.279 0.432
H -2.246 -1.035 0.443 0.237
H 2.650 3.197 0.326 0.212
H 5.111 2.667 0.120 0.235
H 6.930 0.972 -0.157 0.237
H 6.294 -1.443 -0.248 0.241
H 3.894 -2.056 -0.060 0.232
H -1.141 4.684 0.435 0.246
H -3.263 5.965 0.329 0.233
H -5.422 4.764 0.224 0.233
H -5.481 2.298 0.233 0.226
N 1.060 -0.486 2.528 -0.661
N 0.529 -1.689 3.009 -0.438
C 0.779 -2.819 2.285 0.631
N 0.283 -3.949 2.780 -0.766
N 1.499 -2.633 1.192 -0.533
N 1.661 -3.689 0.308 0.655
O 1.240 -4.808 0.557 -0.416
O 2.269 -3.401 -0.696 -0.360
H 1.989 -0.310 2.902 0.379
H 0.437 0.271 2.782 0.392
H 0.422 -1.785 4.007 0.393
H -0.375 -3.920 3.540 0.409
H 0.390 -4.783 2.219 0.457
Cl -3.353 -1.058 -5.520 0.022
C -2.438 -1.303 -4.068 -0.062
C -1.242 -0.629 -3.890 -0.222
C -0.535 -0.844 -2.725 -0.124
Cl 0.969 0.007 -2.462 0.027
C -0.943 -1.715 -1.699 0.354
O -0.266 -1.900 -0.603 -0.892
C -2.176 -2.352 -1.937 -0.119
Cl -2.796 -3.398 -0.694 0.001
C -2.913 -2.166 -3.093 -0.232
H -0.871 0.048 -4.647 0.247
H -3.848 -2.690 -3.229 0.247
```

**⟨S²⟩**: 6.0097
**HOMO energy (alpha / beta)**: -10.135 / -10.192 eV
**Energy above the lowest of the compared OMol25 structures with the same formula, charge and spin**: 0.0 kJ/mol
**Total energy**: -4228.412622 Ha
**Charge**: +1
**Orbital gap (alpha / beta)**: 6.7 / 6.7 eV
**Spin multiplicity**: 5
**Lowest unoccupied orbital energy (alpha / beta)**: -3.46 / -3.49 eV

---

Strongest force on any atom, record by record: 0.01452 0.13951 0.01149 0.06067 0.02157 0.00633 Eh/bohr